Version one
15
Properties=species:S:1:pos:R:3 method="wB97M-V/def2-TZVPD" e_lumo_ev=-4.24 charge=+1 e_homo_ev=-13.83 smiles="C[C@@]1([NH3+])N=NCS1" orbital_gap_ev=9.59
C 2.284 -0.016 0.192
C -0.211 -0.058 -0.132
C -1.517 -0.160 1.204
N 1.645 1.159 0.143
N 0.429 1.198 0.133
N -0.972 -0.003 -1.461
S 1.106 -1.401 -0.208
H 3.146 0.024 -0.481
H 2.611 -0.233 1.242
H -1.779 0.762 1.503
H -1.140 -0.706 2.044
H -2.446 -0.768 0.717
H -0.179 0.384 -2.016
H -1.644 0.753 -1.248
H -1.333 -0.935 -1.632


Version two
15
Properties=species:S:1:pos:R:3 method="wB97M-V/def2-TZVPD" e_lumo_ev="-5.19 / -5.19" charge=+1 e_homo_ev="-13.29 / -13.29" orbital_gap_ev="8.10 / 8.10"
C 1.615 -1.441 0.354
C 0.336 -0.856 -0.286
C 2.107 1.186 0.026
N 2.701 -0.926 0.442
N 2.902 2.190 0.229
N -2.851 -0.888 0.127
S 0.552 0.890 -0.533
H 1.610 -2.405 0.769
H 0.155 -1.462 -1.264
H -0.585 -0.918 0.377
H 3.904 1.824 0.441
H 2.793 3.162 -0.130
H -2.942 -0.210 0.811
H -3.184 -1.818 0.177
H -3.204 -0.503 -0.706


Version three
15
Properties=species:S:1:pos:R:3 method="wB97M-V/def2-TZVPD" e_lumo_ev=-4.43 charge=+1 e_homo_ev=-13.24 orbital_gap_ev=8.81
C 1.833 -0.679 0.201
C 1.103 0.501 -0.521
C -1.065 -0.359 -0.797
N 1.402 -1.803 0.318
N -0.305 0.610 -0.302
N -0.681 1.500 0.683
S -2.627 -0.547 0.064
H 2.967 -0.534 0.294
H 1.658 1.411 -0.288
H 1.251 0.386 -1.662
H 0.564 -2.100 -0.176
H -1.520 1.992 0.372
H -0.088 2.352 0.874
H -2.758 -1.950 -0.217
H -1.733 -0.780 1.159


Version four
15
Properties=species:S:1:pos:R:3 method="wB97M-V/def2-TZVPD" e_lumo_ev="-5.24 / -5.24" charge=+1 e_homo_ev="-12.89 / -12.89" smiles="C[N+](=C=[NH2+])CN[S-]" orbital_gap_ev="7.65 / 7.65"
C 0.775 0.075 -0.851
C -0.587 -1.065 0.748
C -0.969 1.392 0.286
N 0.499 -1.878 1.044
N -0.105 0.216 0.054
N 1.298 0.808 -1.776
S 1.534 -2.199 -0.210
H -1.354 -1.481 0.173
H -1.170 -0.696 1.635
H -1.946 1.238 -0.042
H -1.116 1.299 1.358
H -0.433 2.214 -0.037
H 0.741 -2.022 2.092
H 0.888 1.640 -1.989
H 1.945 0.459 -2.485


Result of the stability comparison: version four is the most stable of them.


Version one
17
Properties=species:S:1:pos:R:3 method="wB97M-V/def2-TZVPD" e_lumo_ev="-1.24 / -1.24" e_homo_ev="-9.72 / -9.72" orbital_gap_ev="8.48 / 8.48"
C 0.965 -0.495 0.694
C 0.923 0.734 1.327
C 0.918 -0.521 -0.800
C -0.453 -1.202 -1.216
C 0.832 2.106 0.859
C -1.610 -0.321 -0.698
N -2.386 -0.831 0.248
O -2.309 -0.929 1.434
O 1.153 3.153 1.388
O -1.878 0.754 -1.190
H 0.861 -1.374 1.398
H 1.122 0.818 2.357
H 1.015 0.488 -1.353
H 1.712 -1.183 -1.214
H -0.543 -1.045 -2.317
H -0.534 -2.240 -0.886
H 0.214 2.087 -0.029


Version two
17
Properties=species:S:1:pos:R:3 method="wB97M-V/def2-TZVPD" e_lumo_ev=0.64 e_homo_ev=-9.97 orbital_gap_ev=10.61
O -1.574 -1.257 -1.815
C -0.779 -1.287 -0.736
O 1.171 -0.877 -1.237
C 1.291 0.356 -0.588
C 0.178 0.589 0.423
C -1.112 1.108 -0.137
N -0.974 -0.287 0.229
C 0.566 0.858 1.793
C 0.901 1.101 2.930
H 2.275 0.400 -0.101
H 1.288 1.158 -1.343
H -1.767 1.694 0.507
H -1.130 1.350 -1.202
H 1.202 1.395 3.920
H -2.217 -1.976 -1.787
O -0.316 -2.413 -0.315
H 0.997 -1.913 -0.538


Result of the stability comparison: version two is the most stable of them.